# 1
Molecular formula: C22H29CaN4O2S4Sb
Method: DFT, ωB97M-V/def2-TZVPD

Output
LUMO (spin up / spin down)	2.40 / 0.69	eV
energy relative to the best compared isomer or geometry (same formula, charge and spin)	22.4	kcal per mole
orbital gap (spin up / spin down)	7.053 / 5.257	eV
multiplicity	2
net charge	-1
E_tot	-3736.0008	hartree
HOMO energy (spin up / spin down)	-4.65 / -4.56	eV

Last column: Mulliken spin population.
Cartesian coordinates (Å):
Sb  2.83281  3.79188  0.07149  0.12
Ca  0.03057  1.59479  -0.23837  -0.02
S  0.89055  4.11812  -1.39063  0.09
S  -1.69308  -1.09836  -0.12880  0.00
S  2.07504  5.06764  2.02391  0.62
S  2.59991  1.28046  0.17552  0.14
O  -1.50769  -0.09830  0.92231  0.00
O  -3.04132  -1.50368  -0.40127  0.00
N  -1.72555  3.17135  1.10285  0.00
N  -0.92814  -0.40333  -1.34881  0.01
N  0.57426  1.47208  2.60310  0.00
N  0.46992  1.04231  -3.04154  0.00
C  -1.76924  4.51596  0.53459  0.01
C  0.58092  -0.75217  -4.71721  0.00
C  1.30422  1.72421  -3.76279  0.00
C  1.38563  -3.70752  0.47865  0.00
C  0.66938  0.00288  2.93595  0.01
C  1.47469  0.03537  -5.40775  0.00
C  -0.65846  -2.74853  -4.20177  0.00
C  0.08683  -0.16392  -3.47131  0.00
C  -1.32711  -3.62649  0.96884  0.00
C  -0.70826  -0.92777  -2.60533  0.00
C  1.55437  -5.99077  1.38927  0.00
C  0.26002  -2.14825  -5.02241  0.00
C  -1.12641  -2.17006  -3.00916  0.00
C  0.72985  -4.86418  1.05889  0.00
C  -0.72799  -2.53153  0.40452  0.00
C  -0.59300  -4.69783  1.41564  0.00
C  1.92072  1.28423  -4.90959  0.00
C  -0.63679  2.09880  3.12162  0.00
C  1.75635  2.11761  3.25937  -0.02
C  -3.07381  2.67129  1.37054  0.00
C  0.69936  -2.56813  0.14199  0.01
C  -1.05287  3.34912  2.41771  -0.11
H  2.61465  -5.70841  1.45828  0.00
H  2.40800  -3.84193  0.16797  0.00
H  -1.07168  -5.43792  2.05683  0.00
H  -3.02467  1.78846  2.03335  0.00
H  -1.41751  1.33295  3.09448  0.00
H  -2.47586  4.51616  -0.32559  0.00
H  1.72299  1.91258  4.33240  0.00
H  -2.39711  -3.73521  1.17867  0.00
H  1.26128  -6.47737  2.30918  0.00
H  -0.11745  3.99262  2.26636  0.15
H  -3.67713  3.41502  1.88300  0.00
H  2.61800  1.59718  2.78378  0.00
H  -0.54101  2.36885  4.25083  0.00
H  1.90477  -0.35373  -6.33896  0.00
H  1.75696  3.20501  3.07130  0.02
H  -0.76262  4.80765  0.10920  0.00
H  1.35629  -0.46931  2.21268  -0.01
H  1.60028  -6.80707  0.62728  0.00
H  -1.70252  3.91529  3.11819  -0.01
H  0.65142  -2.60137  -5.95866  0.00
H  1.64130  2.71224  -3.30120  0.00
H  1.23559  -1.68824  -0.18701  -0.01
H  -3.62269  2.38903  0.45964  0.00
H  1.10087  -0.20969  4.00846  0.00
H  -1.76728  -2.80590  -2.46699  0.00
H  -1.10992  -3.72637  -4.38329  0.00
H  -0.28249  -0.49640  2.84954  0.00
H  2.86178  1.74268  -5.33770  0.00
H  -2.08996  5.32591  1.28798  0.00


# 2
Molecular formula: C22H29Cl2N2
Method: DFT, ωB97M-V/def2-TZVPD

Output
LUMO	-2.79	eV
energy relative to the best compared isomer or geometry (same formula, charge and spin)	1.4	kcal per mole
orbital gap	8.082	eV
net charge	+1
E_tot	-1885.4159	hartree
SMILES	Clc1ccccc1CNC[C@H]1CC[C@H](C[NH2+]Cc2ccccc2Cl)CC1
HOMO energy	-10.87	eV

Last column: Mulliken charge in e.
Cartesian coordinates (Å):
Cl  -0.99406  -1.34907  -1.76664  -0.14
Cl  3.59328  1.03754  -1.54777  -0.20
N  -4.29759  1.11754  -0.97842  -0.19
N  2.89320  1.70563  1.33162  0.11
C  -3.92331  -0.24198  -1.33015  -1.32
C  -1.94392  -1.54133  -0.31853  0.69
C  -1.98521  1.90282  -0.35840  2.77
C  3.38459  -0.58558  0.63932  0.02
C  -0.82017  2.75993  -0.83727  -1.63
C  -3.28580  2.13730  -1.14358  -1.86
C  -0.88736  1.57632  1.84366  -0.69
C  2.42480  -2.72377  -0.87470  -0.35
C  -3.92053  -1.24012  0.96323  -0.53
C  -3.23500  -1.02708  -0.23040  0.69
C  -2.13372  2.11057  1.14552  -1.15
C  3.07778  -1.80065  1.24020  -0.31
C  0.46781  2.21786  -0.21786  -0.23
C  -1.35263  -2.21604  0.73868  -0.68
C  2.60537  -2.86481  0.49052  -0.76
C  3.20453  -0.46745  -0.73913  0.91
C  -3.34644  -1.91164  2.02566  -0.75
C  1.55965  1.37370  1.89343  -0.97
C  3.86974  0.58698  1.45064  -0.99
C  -2.05481  -2.39876  1.91599  -0.56
C  0.41126  2.20892  1.31547  0.70
C  2.72711  -1.52270  -1.49510  -0.64
H  -0.73637  2.71678  -1.92383  0.45
H  -3.90739  -2.06180  2.93478  0.41
H  -4.93399  -0.87478  1.04710  0.48
H  -2.27287  3.17104  1.36323  0.39
H  1.29905  2.83860  -0.56510  0.61
H  3.25881  2.56032  1.75909  0.40
H  -3.73413  3.09299  -0.86280  0.35
H  -3.00126  1.57066  1.52746  0.55
H  3.21676  -1.91404  2.30478  0.39
H  0.46969  3.24062  1.67579  0.17
H  -1.59760  -2.92764  2.73776  0.43
H  2.37798  -3.80159  0.97408  0.45
H  2.58881  -1.40911  -2.55864  0.49
H  -0.97136  3.80243  -0.55272  0.38
H  2.79446  1.86450  0.30448  0.07
H  -0.34807  -2.59758  0.62915  0.49
H  -4.84848  -0.77103  -1.58813  0.38
H  1.59874  1.47386  2.97963  0.35
H  -0.84993  0.49633  1.67980  0.09
H  -1.70003  0.86479  -0.52876  -1.43
H  -4.70628  1.14920  -0.05224  0.35
H  1.36853  0.32639  1.64895  0.29
H  4.83463  0.93143  1.07097  0.38
H  3.97701  0.30792  2.49997  0.42
H  2.05003  -3.54554  -1.46363  0.43
H  -0.95828  1.74703  2.91926  0.44
H  -3.04474  2.17983  -2.21069  0.44
H  0.61234  1.19674  -0.58021  0.05
H  -3.30067  -0.19838  -2.22474  0.36


# 3
Molecular formula: C22H29IrO5
Method: DFT, ωB97M-V/def2-TZVPD

Output
LUMO	-0.97	eV
orbital gap	7.557	eV
E_tot	-1336.2305	hartree
HOMO energy	-8.52	eV

Last column: Mulliken charge in e.
Cartesian coordinates (Å):
Ir  -0.12817  -0.53978  -0.72632  1.84
O  1.15894  -1.72371  -5.39779  -0.59
O  -1.76756  -0.84615  -1.83799  -0.84
O  -1.58211  -2.02041  -6.49196  -0.53
O  0.79415  -0.97113  -2.44900  -0.98
O  -3.48859  -1.49139  -4.28740  -0.59
C  -1.29781  -1.73661  -5.36784  0.49
C  0.99891  -1.17806  0.97478  -0.75
C  -0.09431  -1.22684  -3.38950  0.87
C  -2.88874  1.39411  0.27592  -1.73
C  1.53817  0.03488  0.48012  -0.73
C  2.55636  -2.41826  2.39800  -1.75
C  -1.87623  2.28327  2.41710  -1.75
C  -0.66496  0.48049  1.14755  -0.61
C  -0.23208  3.22870  -0.65420  -1.83
C  -1.42371  -1.16205  -3.07037  0.89
C  -2.03944  1.05850  1.50777  2.59
C  1.37494  3.24450  1.28907  -1.64
C  0.71097  -3.64431  1.22597  -1.73
C  -2.28790  -1.46564  -4.21410  -0.11
C  0.89881  2.47594  0.04670  2.34
C  1.71761  -2.49890  1.11341  2.07
C  0.53255  1.06490  0.49694  -0.07
C  -0.35147  -0.88001  1.38246  -0.10
C  2.63516  -2.74123  -0.08570  -1.55
C  0.12773  -1.58527  -4.79328  -0.05
C  2.06773  2.41315  -0.95138  -1.87
C  -2.83262  0.01581  2.31118  -2.22
H  3.37858  -1.94966  -0.19405  0.33
H  -3.10796  0.49336  -0.29632  0.35
H  1.92884  -2.22144  3.26960  0.36
H  1.67878  4.25115  0.99626  0.48
H  -0.61334  2.65950  -1.50398  0.29
H  2.51998  0.13537  0.05333  0.27
H  3.07664  -3.36329  2.56166  0.47
H  -3.04638  -0.87537  1.71979  0.39
H  -1.03431  -1.60983  1.77778  0.51
H  -1.06030  3.46546  0.00671  0.30
H  3.30403  -1.62644  2.32773  0.33
H  0.04987  -3.67667  0.35723  0.31
H  1.24349  -4.59453  1.27706  0.44
H  3.17148  -3.68086  0.05363  0.45
H  -1.24132  2.05554  3.27624  0.37
H  -2.31381  -0.27653  3.22649  0.40
H  -2.85540  2.58213  2.79420  0.49
H  -1.45398  3.13889  1.89739  0.23
H  2.07009  -2.79531  -1.01683  0.32
H  2.23761  2.75035  1.74002  0.35
H  -3.79174  0.44993  2.59442  0.45
H  1.84243  1.75623  -1.79416  0.32
H  2.99386  2.07958  -0.48389  0.39
H  -3.83298  1.83157  0.60695  0.51
H  -2.41040  2.09929  -0.39571  0.17
H  0.59898  3.33069  2.04691  0.22
H  2.25127  3.41421  -1.34159  0.46
H  0.10046  -3.56120  2.12673  0.37
H  0.15919  4.17338  -1.03377  0.56


Q: Look up the E_tot of the first one.
A: -3736.0008 hartree


Q: Which value of E_tot does entry 3 give?
A: -1336.2305 hartree


Q: E_tot of number 1 (C22H29CaN4O2S4Sb)?
A: -3736.0008 hartree


Q: Among the records above, which one has the lowest E_tot?
A: C22H29CaN4O2S4Sb